A) Below is the molecule C4H6N2OS, with properties calculated with ωB97M-V with the def2-TZVPD basis set.

Geometry as XYZ:
```
14
Properties=species:S:1:pos:R:3
N 1.27823 -1.91704 -0.77492
C 0.60829 0.62900 1.83487
H -2.46333 1.15609 -2.20006
H 2.11406 -2.34954 -0.52656
S 2.07501 -0.33464 1.21380
H -0.75173 -1.04548 -1.90470
C -0.98408 -0.16353 -1.23398
H -1.89356 1.78602 -0.56341
C 1.04296 -0.93116 0.01948
H 0.89481 1.55290 2.45521
H 0.08721 -0.06211 2.51676
C -1.75686 1.03658 -1.40872
O -0.25797 0.85922 0.72573
N 0.00695 -0.21630 -0.15349
```

## Properties
net charge: 0
structure (SMILES): [H]/N=C1\SCON1C=C
HOMO: -8.39 eV

Löwdin atomic charge list, values in e, 5 entries:
1. N 0.09
2. C -0.39
3. H 0.02
4. H 0.00
5. S 1.01

=====

B) Below is the molecule C4H6N2OS, with properties calculated with ωB97M-V with the def2-TZVPD basis set.

Geometry as XYZ:
```
14
Properties=species:S:1:pos:R:3
H 1.13793 -1.46936 1.03028
S 1.29062 0.89783 0.14084
H -1.24661 -2.01957 0.16920
C -2.22737 0.94345 0.10580
C -0.78109 -1.10641 0.04050
N 2.69325 0.59878 0.63469
N -2.71020 1.81890 0.65320
C -1.69247 -0.13494 -0.68486
H -2.56028 -0.83536 -0.95218
H -1.44235 0.39237 -1.52610
C 0.35130 -0.74277 0.57606
H 3.41738 1.21597 0.27900
O 1.00388 1.31362 -1.18627
H 0.55280 1.67253 1.14295
```

## Properties
net charge: 0
structure (SMILES): N#CC/C=C\[S@@H](=N)=O
HOMO: -10.07 eV

Löwdin atomic charge list, values in e, 5 entries:
1. H 0.11
2. S 0.66
3. H 0.09
4. C -0.25
5. C -0.14

=====

C) Below is the molecule C4H6N2OS, with properties calculated with ωB97M-V with the def2-TZVPD basis set.

Geometry as XYZ:
```
14
Properties=species:S:1:pos:R:3
H 1.51491 -0.71112 -1.41373
H -1.88822 1.80598 -0.22078
S 1.94190 -0.71375 -0.13422
O 0.61256 2.19892 -0.12624
C -0.02305 1.19108 0.03690
C 0.45564 -0.13968 0.65329
C -0.73243 -1.01097 0.64881
N -1.30112 1.02536 -0.22877
H -0.95510 -1.64638 1.51724
H -0.84974 -1.15508 -1.54876
C -1.37688 -1.36858 -0.62623
N -1.90822 -0.21924 0.17031
H 0.74707 0.08499 1.68786
H -2.01411 -2.22366 -0.73182
```

## Properties
net charge: 0
structure (SMILES): O=C1NN2C[C@H]2[C@H]1S
HOMO: -9.33 eV

Löwdin atomic charge list, values in e, 5 entries:
1. H -0.12
2. H 0.14
3. S 0.81
4. O 0.08
5. C -0.56

=====

D) Below is a 2-piece molecular cluster, C4H6N2OS overall, with properties calculated with ωB97M-V with the def2-TZVPD basis set.

Geometry as XYZ:
```
14
Properties=species:S:1:pos:R:3
C 2.13844 0.34752 0.57393
C -0.47456 -1.04498 -0.29983
H -1.14128 -1.87052 0.20033
H 0.44705 -1.33923 -0.82660
H -2.64638 -0.19929 -1.00823
S 2.01824 0.71611 -1.07504
N 0.96634 0.20458 1.21357
H 2.95199 0.60222 1.23833
H 0.95011 -0.92993 2.18689
O -1.00150 2.27641 0.26973
H -1.37458 0.18329 -2.14276
C -1.48048 -0.06785 -0.97352
C -1.07066 1.07242 -0.02498
N -0.28272 0.04924 0.66818
```

## Properties
net charge: 0
HOMO: -8.89 eV

Löwdin atomic charge list, values in e, 5 entries:
1. C -0.63
2. C -0.18
3. H 0.14
4. H 0.07
5. H 0.14

=====

Quick ranking, most stable first: C), A), B), D).

=====

A) Below is the molecule C4H6N2OS, with properties calculated with ωB97M-V with the def2-TZVPD basis set.

Geometry as XYZ:
```
14
Properties=species:S:1:pos:R:3
N -0.15424 1.32486 -0.14074
C -2.23289 0.10811 -0.56504
N 2.11266 0.51967 0.07454
C -0.78911 -0.52880 1.31746
C -1.00797 0.29173 0.28291
H -0.63729 2.21432 -0.26595
H -2.26568 0.73921 -1.45296
H -1.47073 -1.32592 1.50436
C 1.20093 1.42308 0.09887
H 1.55488 2.44376 0.23116
H 3.04241 -1.44922 -0.43778
S 1.75334 -1.09500 -0.34093
O -3.13386 -0.66574 -0.30250
H 0.05922 -0.45267 1.95428
```

## Properties
net charge: 0
structure (SMILES): C=C(C=O)N/C=N\S
HOMO: -8.66 eV

Löwdin atomic charge list, values in e, 5 entries:
1. N 0.03
2. C -0.20
3. N -0.36
4. C 0.07
5. C -0.34

=====

B) Below is the molecule C4H6N2OS, with properties calculated with ωB97M-V with the def2-TZVPD basis set.

Geometry as XYZ:
```
14
Properties=species:S:1:pos:R:3
O -1.21839 -1.45667 -0.24967
H -1.74205 -1.02410 -2.43436
C -1.46718 0.14679 -2.57035
H -0.51956 1.72402 -1.56492
C -0.66234 -0.40660 -0.23012
H 1.92836 -1.04588 1.95608
H -1.19912 0.65761 -3.49832
N 0.78423 -0.97209 1.86117
N 0.83991 1.24384 0.78814
C 0.38677 -0.00152 0.86272
H 1.05691 1.02304 2.95446
H 0.39648 -1.79733 1.60765
S 2.21559 1.28331 1.96084
C -0.79960 0.62558 -1.44332
```

## Properties
net charge: 0
structure (SMILES): C=CC(=O)/C(N)=N/S
HOMO: -9.22 eV

Löwdin atomic charge list, values in e, 5 entries:
1. O 0.09
2. H 0.11
3. C 0.01
4. H 0.11
5. C -0.33

=====

C) Below is the molecule C4H6N2OS, with properties calculated with ωB97M-V with the def2-TZVPD basis set.

Geometry as XYZ:
```
14
Properties=species:S:1:pos:R:3
H 0.79919 0.08403 2.46479
C 0.23058 0.70523 -0.01097
C -1.99005 0.92644 -1.12885
S 1.34922 -1.13803 2.74810
H -2.20681 -0.14315 -0.84735
N 1.79055 -1.84264 1.28237
H 1.72573 -2.17510 -0.72387
N 0.32092 -0.63175 -0.34234
C -0.84535 1.43695 -0.72186
C 1.33454 -1.57532 0.10981
H -0.64484 2.50718 -0.78600
H -2.75461 1.53434 -1.60634
O 0.96169 1.25995 0.79339
H -0.07077 -0.94813 -1.23088
```

## Properties
net charge: 0
structure (SMILES): C=CC(=O)N/C=N\S
HOMO: -8.65 eV

Löwdin atomic charge list, values in e, 5 entries:
1. H -0.14
2. C -0.50
3. C 0.03
4. S 0.72
5. H 0.09

=====

Quick ranking, most stable first: C), A), B).

=====

A) Below is a 2-piece molecular cluster, CHN3O3 overall, with properties calculated with ωB97M-V with the def2-TZVPD basis set.

Geometry as XYZ:
```
8
Properties=species:S:1:pos:R:3
O 1.20652 0.29709 0.09076
O -0.57396 1.27362 -0.36074
N -0.04066 0.38096 0.52304
O -1.86084 -0.96348 0.08705
H 0.15766 2.37718 -0.10391
N 0.35310 -1.60425 -0.26178
N 1.46899 -1.01811 -0.02243
C -0.71080 -0.74301 0.04801
```

## Properties
net charge: 0
HOMO: -10.71 eV

Löwdin atomic charge list, values in e, 5 entries:
1. O -0.06
2. O -0.06
3. N -0.15
4. O 0.19
5. H 0.33

=====

B) Below is the molecule CHN3O3, with properties calculated with ωB97M-V with the def2-TZVPD basis set.

Geometry as XYZ:
```
8
Properties=species:S:1:pos:R:3
N 2.49437 0.09649 0.51811
O -1.15273 -0.36724 -1.36685
O 0.49579 1.08952 -1.31906
H -1.37101 -1.25059 0.44033
N -0.36123 0.38039 -0.78288
O -1.08421 -0.63879 1.19709
N -0.42408 0.43413 0.63459
C 1.40310 0.25610 0.67868
```

## Properties
net charge: 0
structure (SMILES): N#CN(O)[N+](=O)[O-]
HOMO: -11.93 eV

Löwdin atomic charge list, values in e, 5 entries:
1. N 0.13
2. O 0.09
3. O 0.08
4. H 0.14
5. N -0.41

=====

Quick ranking, most stable first: A), B).